*one*
The following is a DFT calculation (the ωB97M-V functional and the def2-TZVPD basis) of a 2-piece molecular cluster, C5H6OS2 overall.

Properties
Gap between HOMO and LUMO (alpha / beta) = 7.8 / 7.8 eV
LUMO level (alpha / beta) = -0.64 / -0.64 eV
E_HOMO (alpha / beta) = -8.44 / -8.44 eV

The geometry in XYZ format:
```
14
C5H6OS2 | OMol25 | the ωB97M-V functional and the def2-TZVPD basis
S -1.670 1.536 0.501
C -0.162 0.766 0.398
C 0.895 1.265 -0.391
C 1.944 0.462 -0.681
C 2.048 -0.778 -0.002
C 1.129 -1.097 0.925
O 0.011 -0.384 1.140
H 0.665 2.219 -0.819
H 2.695 0.698 -1.306
H 2.929 -1.388 -0.187
H 1.299 -1.960 1.426
S -4.350 -0.819 -0.355
H -3.040 -1.046 -0.325
H -4.394 0.525 -0.323
```

Mulliken atomic charge list, values in e, 5 entries: atom 1 (S): -0.275, atom 2 (C): 0.233, atom 3 (C): -0.534, atom 4 (C): -0.255, atom 5 (C): -0.354

***

*two*
The following is a DFT calculation (the ωB97M-V functional and the def2-TZVPD basis) of a single C5H6OS2 molecule.

Properties
Gap between HOMO and LUMO = 8.7 eV
LUMO level = -0.46 eV
E_HOMO = -9.16 eV

The geometry in XYZ format:
```
14
C5H6OS2 | OMol25 | the ωB97M-V functional and the def2-TZVPD basis
C 2.182 0.513 -1.060
C 1.383 -0.221 -0.545
C 0.326 -1.063 0.051
O 0.582 -2.390 0.062
C -1.028 -0.711 -0.569
S -1.841 -1.866 -1.373
S -1.691 0.869 -0.390
C -0.853 1.681 1.033
H 2.727 1.230 -1.660
H 0.240 -0.722 1.127
H 0.129 -2.733 -0.711
H -1.299 2.633 1.135
H 0.195 1.698 0.942
H -1.053 1.082 1.956
```

Mulliken atomic charge list, values in e, 5 entries: atom 1 (C): 0.077, atom 2 (C): -0.552, atom 3 (C): -0.016, atom 4 (O): -0.464, atom 5 (C): 0.277

***

Going by the energies, *one* is most stable and the next is 22.7 kcal/mol up.